# 1
{
  "formula": "C3H6N3P",
  "method": "ωB97M-V/def2-TZVPD",
  "relative_energy_ev": 7.9725,
  "lumo_ha": [-0.0453, -0.0453],
  "elements": ["C", "C", "C", "N", "N", "N", "P", "H", "H", "H", "H", "H", "H"],
  "coordinates": [[0.846, -1.258, -0.380], [-1.899, -1.765, 0.486], [1.804, -0.346, 0.188], [1.330, 0.959, 0.228], [0.070, 1.046, 0.369], [-0.414, 2.269, 0.095], [-0.833, -0.775, -0.148], [0.919, -2.360, -0.319], [-2.028, -2.652, 0.953], [2.857, -0.281, 0.293], [-0.113, 2.716, -0.722], [-1.327, 2.586, 0.358], [-1.212, -0.140, -1.401]]
}

***

# 2
{
  "formula": "C22H27N3O6S",
  "method": "ωB97M-V/def2-TZVPD",
  "smiles": "[H]/N=C1/C(c2nc(C)cs2)=C(O)CN1c1ccc2c(c1)OCCOCCOCCOCCO2",
  "relative_energy_ev": 3.1008,
  "lumo_ha": 0.0273,
  "elements": ["H", "N", "C", "C", "C", "N", "C", "C", "C", "S", "C", "O", "C", "N", "C", "C", "C", "C", "C", "C", "O", "C", "C", "O", "C", "C", "O", "C", "C", "O", "C", "C", "O", "H", "H", "H", "H", "H", "H", "H", "H", "H", "H", "H", "H", "H", "H", "H", "H", "H", "H", "H", "H", "H", "H", "H", "H", "H", "H"],
  "coordinates": [[-3.181, 1.917, 1.421], [-4.050, 1.510, 1.095], [-3.946, 0.463, 0.393], [-5.110, -0.274, -0.084], [-6.474, 0.099, 0.084], [-7.450, -0.630, -0.381], [-8.663, -0.084, -0.107], [-9.901, -0.778, -0.564], [-8.600, 1.088, 0.584], [-6.967, 1.541, 0.915], [-4.707, -1.404, -0.712], [-5.482, -2.330, -1.264], [-3.214, -1.498, -0.678], [-2.835, -0.256, -0.034], [-1.503, 0.156, 0.034], [-1.151, 1.496, -0.094], [0.178, 1.871, -0.034], [1.199, 0.944, 0.131], [0.854, -0.415, 0.259], [-0.487, -0.778, 0.206], [1.704, -1.467, 0.412], [3.054, -1.270, 0.795], [3.619, -2.662, 1.104], [5.004, -2.675, 1.345], [5.845, -2.597, 0.215], [6.553, -1.247, 0.056], [5.695, -0.305, -0.544], [6.349, 0.884, -0.927], [5.306, 1.897, -1.427], [5.135, 2.988, -0.550], [4.389, 2.714, 0.613], [2.876, 2.640, 0.356], [2.528, 1.290, 0.140], [-10.781, -0.213, -0.271], [-9.952, -1.774, -0.128], [-9.888, -0.887, -1.647], [-9.414, 1.701, 0.913], [-6.415, -2.032, -1.131], [-2.777, -1.579, -1.679], [-2.902, -2.376, -0.099], [-1.904, 2.246, -0.275], [0.419, 2.915, -0.150], [-0.707, -1.828, 0.312], [3.119, -0.637, 1.686], [3.630, -0.810, -0.012], [3.360, -3.332, 0.272], [3.161, -3.052, 2.017], [6.619, -3.361, 0.355], [5.289, -2.817, -0.703], [6.883, -0.892, 1.043], [7.441, -1.391, -0.578], [6.895, 1.317, -0.076], [7.081, 0.659, -1.718], [5.633, 2.343, -2.368], [4.362, 1.365, -1.586], [4.709, 1.775, 1.079], [4.602, 3.547, 1.287], [2.638, 3.256, -0.522], [2.332, 3.032, 1.225]]
}

***

# 3
{
  "formula": "C33H30N3O2Se3Te2Y",
  "method": "ωB97M-V/def2-TZVPD",
  "relative_energy_ev": 0.1011,
  "lumo_ha": -0.0251,
  "elements": ["Y", "C", "O", "C", "N", "C", "C", "C", "C", "C", "C", "C", "C", "C", "C", "C", "C", "N", "C", "N", "C", "C", "O", "C", "C", "C", "C", "C", "C", "H", "H", "H", "H", "H", "H", "H", "H", "H", "H", "H", "H", "H", "H", "H", "H", "H", "H", "H", "Se", "Se", "Te", "Se", "C", "C", "C", "C", "C", "C", "C", "C", "H", "H", "H", "H", "H", "C", "Te", "C", "H", "H", "H", "H", "H", "H"],
  "coordinates": [[-1.046, 0.382, -1.240], [-0.610, 3.374, 2.845], [-1.826, 2.603, 2.897], [-1.831, 1.875, 1.769], [-0.962, 2.113, 0.871], [-0.157, 3.254, 1.380], [1.347, 3.152, 1.258], [1.981, 2.308, 0.359], [3.365, 2.256, 0.287], [4.138, 3.061, 1.107], [3.517, 3.920, 2.001], [2.134, 3.960, 2.078], [-2.893, 0.855, 1.690], [-3.920, 0.793, 2.624], [-4.888, -0.185, 2.470], [-4.793, -1.072, 1.408], [-3.725, -0.931, 0.540], [-2.797, 0.014, 0.672], [-3.498, -1.818, -0.613], [-2.519, -1.663, -1.405], [-2.545, -2.773, -2.367], [-3.882, -3.478, -2.036], [-4.344, -2.825, -0.818], [-1.345, -3.681, -2.229], [-1.004, -4.504, -3.298], [0.072, -5.369, -3.201], [0.828, -5.410, -2.037], [0.498, -4.585, -0.974], [-0.591, -3.730, -1.065], [0.104, 2.913, 3.529], [-0.837, 4.388, 3.165], [-0.499, 4.126, 0.813], [1.398, 1.668, -0.283], [3.833, 1.579, -0.416], [5.218, 3.019, 1.053], [4.109, 4.557, 2.645], [1.672, 4.640, 2.785], [-3.948, 1.499, 3.440], [-5.707, -0.257, 3.172], [-5.519, -1.855, 1.245], [-2.562, -2.346, -3.373], [-3.761, -4.535, -1.813], [-4.649, -3.330, -2.794], [-1.568, -4.446, -4.222], [0.334, -5.998, -4.041], [1.681, -6.072, -1.967], [1.095, -4.591, -0.071], [-0.814, -3.069, -0.237], [-3.147, 2.168, -1.846], [-3.556, 0.623, -3.583], [-1.457, 0.421, -4.979], [0.233, -0.732, -3.507], [0.410, -0.570, 0.260], [1.351, -1.053, 0.870], [2.454, -1.619, 1.587], [3.738, -1.617, 1.039], [4.800, -2.166, 1.737], [4.601, -2.727, 2.991], [3.326, -2.740, 3.542], [2.261, -2.192, 2.848], [3.887, -1.190, 0.057], [5.790, -2.160, 1.299], [5.432, -3.157, 3.534], [3.161, -3.180, 4.517], [1.265, -2.199, 3.273], [2.067, 3.986, -3.035], [0.031, 3.349, -2.955], [-0.476, 4.974, -1.674], [2.102, 4.970, -3.496], [2.627, 3.281, -3.646], [2.491, 4.018, -2.034], [0.289, 5.068, -0.906], [-1.450, 4.772, -1.235], [-0.517, 5.888, -2.260]]
}